Below is a 7-piece molecular cluster, C5H22NO7 overall in a non-equilibrium geometry, with properties calculated with ωB97M-V/def2-TZVPD.

Geometry as ORCA input:
```
! RIJCOSX wB97M-V def2-TZVPD def2/J DEFGRID3
* xyz 1 1
O 0.4285 2.5512 0.5656
C 0.5226 2.2527 1.7362
C -0.1263 0.9956 2.2589
C -1.6193 1.0455 1.8273
C -2.1440 -0.3017 1.3221
C -2.2676 -1.3199 -0.8633
N -1.7366 -0.4436 -0.1146
H 1.0592 2.9466 2.3957
H 0.3417 0.0711 1.9491
H -0.1254 0.9232 3.3353
H -2.2761 1.3902 2.6240
H -1.7256 1.7559 1.0102
H -1.6572 -1.1096 1.8613
H -3.2290 -0.3174 1.2764
H -2.0656 -1.3952 -1.9152
H -3.1174 -1.9134 -0.5491
H -1.2775 0.3224 -0.6156
H -0.3360 0.6492 -2.9783
H 0.6862 -0.1617 -3.8670
O -0.0621 -0.2359 -3.2683
H 1.2849 -2.5420 2.2284
H 0.3774 -2.7504 0.9854
O 0.4019 -2.3708 1.8786
H -0.2859 2.2489 -0.9167
H -1.1137 2.7355 -2.0686
O -0.7782 1.9082 -1.6915
H 4.1150 -0.3544 -1.5588
H 2.9594 0.5980 -2.2631
O 3.1878 -0.1376 -1.6883
H 0.1333 -2.8568 -2.3356
H 0.5713 -1.6214 -1.6581
O 0.0573 -2.4239 -1.4746
H 2.8384 -0.4273 1.3750
H 3.3715 0.2281 0.1345
O 3.6072 0.0606 1.0624
*
```

* relative energy (zero: lowest compared OMol25 entry of this formula, charge and spin): 39.5 kcal/mol
* Kohn-Sham gap: 9.9 eV
* E_tot: -784.8815 Eh

Atom charges from the Mulliken analysis, given in e for atoms 1 to 5:
1 O -0.617
2 C -0.125
3 C -0.027
4 C -0.970
5 C -0.793